Here is a structure of composition C30H38Br2N6O2RuSi from OMol25. Energies are from ωB97M-V/def2-TZVPD.

Output
**HOMO energy (spin up / spin down)**: -9.94 / -9.87 eV
**Net charge**: +1
**LUMO (spin up / spin down)**: -0.10551 / -0.11376 hartree
**Energy relative to the best compared isomer or geometry (same formula, charge and spin)**: 0.00 kcal/mol
**Kohn-Sham gap (spin up / spin down)**: 0.260 / 0.249 Eh
**Multiplicity**: 2
**⟨S²⟩**: 0.76

Element x y z (Å)
Ru  -0.221  -1.047  0.487
C  -2.145  -2.865  -1.775
C  -2.419  -3.183  -0.338
C  -3.341  -4.203  -0.033
C  -3.639  -4.501  1.269
C  -3.018  -3.786  2.313
C  -3.247  -4.008  3.695
Br  -4.463  -5.337  4.260
C  -2.583  -3.258  4.633
C  -1.674  -2.271  4.240
Br  -0.787  -1.263  5.564
C  -1.403  -2.007  2.908
O  -0.576  -1.082  2.500
C  -2.103  -2.788  1.938
N  -1.809  -2.503  0.625
H  -2.787  -3.463  -2.417
H  -1.106  -3.078  -2.027
H  -2.327  -1.808  -1.978
H  -3.810  -4.734  -0.848
H  -4.349  -5.278  1.515
H  -2.750  -3.420  5.688
C  -1.657  1.758  2.177
Si  -1.082  1.121  0.506
C  -2.609  0.906  -0.599
C  0.049  2.423  -0.278
C  1.331  2.204  -0.780
C  2.084  3.232  -1.328
C  1.565  4.517  -1.394
C  0.287  4.763  -0.910
C  -0.455  3.727  -0.361
H  -2.193  2.701  2.040
H  -0.831  1.952  2.860
H  -2.335  1.052  2.656
H  -3.146  1.856  -0.677
H  -3.306  0.177  -0.181
H  -2.343  0.593  -1.611
H  1.751  1.206  -0.752
H  3.078  3.032  -1.711
H  2.149  5.321  -1.822
H  -0.130  5.760  -0.957
H  -1.448  3.949  0.015
C  3.195  1.760  3.921
C  1.717  1.796  3.591
N  1.401  0.714  2.677
C  2.239  0.263  1.740
N  1.745  -0.633  0.864
C  2.672  -1.195  -0.131
C  4.100  -1.227  0.371
C  4.484  0.183  0.763
N  3.510  0.699  1.717
C  3.972  1.761  2.617
H  3.426  0.856  4.488
H  3.482  2.621  4.523
H  1.454  2.755  3.133
H  1.095  1.670  4.476
H  0.583  0.121  2.839
H  2.637  -0.606  -1.053
H  2.329  -2.200  -0.385
H  4.766  -1.597  -0.408
H  4.193  -1.889  1.235
H  4.557  0.838  -0.112
H  5.455  0.195  1.260
H  3.884  2.728  2.111
H  5.032  1.582  2.801
N  0.091  -0.771  -1.516
C  0.061  -0.414  -2.617
N  0.089  -0.001  -3.850
C  -0.289  1.391  -4.158
C  -1.682  1.395  -4.764
O  -1.736  0.541  -5.890
C  -1.468  -0.802  -5.544
C  -0.066  -0.943  -4.970
H  0.438  1.775  -4.876
H  -0.229  1.985  -3.245
H  -1.947  2.394  -5.108
H  -2.421  1.074  -4.016
H  -1.569  -1.393  -6.453
H  -2.209  -1.155  -4.811
H  0.681  -0.684  -5.722
H  0.127  -1.954  -4.614